Record 1
DFT (wB97M-V/def2-TZVPD) results for a cluster of 16 separate species, C38H75N12O4 in total.

Calculated values
E_HOMO	-11.49	eV
spin multiplicity	1
total charge	+1

Cartesian coordinates (Å):
C 67.26 48.50 57.93
C 68.54 48.97 57.33
C 68.98 48.28 56.06
N 70.20 48.94 55.50
C 71.39 49.10 56.37
C 69.97 50.48 54.93
C 70.86 50.72 53.66
C 71.38 49.37 53.26
C 70.56 48.37 54.09
H 67.08 47.46 57.87
H 66.34 48.84 57.25
H 66.96 48.84 58.85
H 69.20 48.80 58.10
H 68.37 50.08 57.26
H 68.28 48.44 55.33
H 69.05 47.39 56.16
H 71.54 48.05 56.39
H 71.14 49.41 57.37
H 72.19 49.64 55.86
H 70.18 51.14 55.92
H 68.82 50.53 54.64
H 71.37 51.40 54.13
H 70.34 51.09 53.12
H 72.43 49.15 53.26
H 71.15 49.24 52.08
H 71.04 47.59 54.18
H 69.78 47.98 53.43
C 72.88 53.63 51.61
C 71.61 53.84 52.34
N 70.65 53.98 52.96
H 73.04 52.58 51.60
H 72.94 54.03 50.60
H 73.81 53.85 52.16
C 75.76 48.19 55.99
C 74.46 47.36 55.52
N 73.61 46.67 55.14
H 75.45 49.00 56.40
H 76.53 47.71 56.70
H 76.30 48.51 54.97
C 67.44 52.56 59.86
C 66.91 51.47 60.77
N 66.40 50.66 61.48
H 67.75 52.12 59.03
H 66.69 53.22 59.74
H 68.27 53.08 60.39
C 70.52 44.18 56.21
C 70.24 45.14 57.18
N 69.94 45.92 58.11
H 70.42 44.29 55.11
H 71.59 43.93 56.19
H 70.05 43.31 56.33
C 62.53 47.41 54.74
C 63.83 48.04 54.96
N 64.94 48.49 55.10
H 61.74 47.99 54.16
H 62.63 46.45 54.32
H 62.10 47.34 55.77
C 66.10 46.22 52.87
C 67.46 45.98 53.46
N 68.56 45.76 53.81
H 65.34 45.71 53.48
H 66.01 47.16 52.56
H 65.93 45.40 52.05
C 75.61 51.17 59.65
C 74.42 50.94 58.77
N 73.46 50.82 58.04
H 75.59 50.29 60.37
H 76.34 51.10 59.20
H 75.32 51.92 60.31
C 76.23 52.37 55.67
C 74.99 51.86 54.89
N 74.20 51.55 54.16
H 77.03 51.61 55.79
H 76.66 53.24 55.26
H 75.78 52.85 56.59
C 65.44 50.23 51.60
C 66.96 50.11 51.92
N 68.04 49.99 52.16
H 65.05 49.70 50.81
H 64.96 49.87 52.45
H 65.20 51.31 51.17
C 68.96 48.42 61.33
C 69.85 49.54 60.78
N 70.59 50.18 60.22
H 69.39 47.57 60.65
H 68.96 48.40 62.40
H 67.80 48.64 60.97
C 72.17 53.78 56.37
C 70.81 53.61 56.99
N 69.72 53.46 57.36
H 72.46 54.70 56.42
H 72.89 53.34 57.09
H 72.46 53.70 55.27
C 66.23 44.47 56.87
C 64.80 44.49 56.16
O 63.93 44.19 57.06
H 66.41 43.70 57.52
H 66.39 45.33 57.45
H 66.89 44.31 56.08
H 64.58 43.85 55.33
H 64.52 45.50 55.93
H 63.17 43.69 56.51
C 66.53 52.57 56.08
C 65.26 51.98 55.58
O 64.27 53.03 55.33
H 67.31 51.83 55.86
H 66.76 52.84 57.25
H 66.81 53.47 55.51
H 64.69 51.21 56.38
H 65.44 51.40 54.61
H 63.49 52.60 55.25
C 69.51 51.31 48.24
C 70.74 50.91 48.78
O 71.74 51.99 48.90
H 69.48 51.58 47.27
H 68.99 52.04 48.94
H 68.90 50.48 48.30
H 71.29 49.98 48.09
H 70.76 50.53 49.81
H 72.51 51.50 49.13
C 73.86 47.10 51.74
C 73.52 46.48 50.33
O 72.50 47.31 49.69
H 72.95 46.92 52.24
H 74.05 48.08 51.69
H 74.67 46.55 52.19
H 73.13 45.54 50.31
H 74.41 46.31 49.75
H 72.18 47.04 48.86

---

Record 2
DFT (wB97M-V/def2-TZVPD) results for a cluster of 3 separate species, C38H75N5O10PS in total.

Calculated values
E_HOMO	-10.48	eV
spin multiplicity	1
total charge	+1

Cartesian coordinates (Å):
C 0.40 -1.94 -0.16
C -0.23 -0.96 0.07
C -1.01 0.23 0.35
N -0.11 1.43 0.47
C 0.90 1.53 -0.63
C 0.25 1.69 -2.01
C 0.15 0.44 -2.88
C 1.49 -0.25 -3.19
C 2.22 0.34 -4.40
C 3.46 1.15 -3.98
C 3.71 2.36 -4.87
S 2.35 3.55 -4.67
C 2.98 4.57 -3.41
N 2.27 5.50 -2.86
N 3.11 6.09 -1.91
C 4.24 5.46 -1.97
O 4.23 4.46 -2.91
C 0.52 1.57 1.83
C 1.60 0.52 2.13
O 2.80 1.14 2.53
C 2.79 1.61 3.87
C 2.92 0.49 4.90
C -0.60 1.57 2.87
C -1.25 2.95 2.95
N -2.08 3.04 4.13
C -2.52 4.42 4.40
O -1.51 0.50 2.78
C -2.02 0.08 1.54
N -2.26 -1.37 1.69
C -2.19 -1.94 3.04
C -3.24 -1.90 0.84
C -4.42 -2.65 1.37
O -3.10 -1.78 -0.36
P -3.53 1.20 1.22
C -4.88 0.56 2.30
C -4.19 0.96 -0.48
C -5.24 2.07 -0.71
H 0.72 -2.91 -0.45
H -1.61 0.40 -0.54
H -0.70 2.26 0.35
H 1.61 0.72 -0.59
H 1.45 2.44 -0.42
H -0.74 2.12 -1.89
H 0.84 2.43 -2.55
H -0.25 0.78 -3.84
H -0.56 -0.29 -2.52
H 1.26 -1.29 -3.39
H 2.18 -0.26 -2.35
H 1.55 0.91 -5.04
H 2.58 -0.49 -5.00
H 4.35 0.52 -4.02
H 3.37 1.49 -2.95
H 4.64 2.86 -4.60
H 3.79 2.07 -5.91
H 5.10 5.69 -1.37
H 0.99 2.54 1.88
H 1.22 -0.14 2.91
H 1.85 -0.12 1.29
H 3.67 2.24 3.95
H 1.94 2.26 4.08
H 2.06 0.44 5.56
H 2.94 -0.46 4.38
H 3.83 0.58 5.48
H -0.12 1.46 3.84
H -1.78 3.21 2.03
H -0.44 3.67 3.08
H -2.93 2.51 3.97
H -2.52 4.62 5.46
H -1.82 5.13 3.96
H -3.49 4.64 3.96
H -2.86 -1.48 3.77
H -2.48 -2.98 2.96
H -1.18 -1.94 3.41
H -4.27 -3.72 1.25
H -4.56 -2.45 2.43
H -5.33 -2.33 0.87
H -5.63 0.04 1.72
H -4.51 -0.04 3.12
H -5.35 1.45 2.72
H -3.43 1.06 -1.25
H -4.70 0.02 -0.59
H -6.19 1.82 -0.25
H -4.88 3.04 -0.39
H -5.42 2.13 -1.78
C -9.62 -6.66 0.75
O -8.25 -6.66 0.40
C -7.70 -7.95 0.18
C -6.75 -7.98 -0.99
O -7.36 -7.87 -2.27
C -7.94 -6.64 -2.66
C -6.97 -5.51 -2.92
O -6.40 -5.02 -1.72
C -5.03 -4.72 -1.79
H -9.75 -6.86 1.82
H -10.02 -5.67 0.52
H -10.18 -7.40 0.17
H -8.49 -8.69 0.03
H -7.13 -8.23 1.09
H -6.28 -8.96 -1.00
H -5.95 -7.24 -0.87
H -8.72 -6.33 -1.97
H -8.43 -6.86 -3.62
H -7.51 -4.69 -3.40
H -6.19 -5.86 -3.60
H -4.47 -5.49 -2.35
H -4.64 -4.69 -0.78
H -4.86 -3.74 -2.26
C 6.54 2.32 2.09
O 7.81 2.10 1.51
C 8.01 0.79 1.01
C 8.77 0.80 -0.30
O 8.04 1.29 -1.42
C 7.74 2.67 -1.51
C 8.92 3.59 -1.73
O 9.73 3.69 -0.58
C 11.12 3.70 -0.84
H 6.51 1.94 3.12
H 6.36 3.39 2.10
H 5.75 1.84 1.51
H 7.06 0.27 0.87
H 8.61 0.23 1.74
H 8.99 -0.24 -0.55
H 9.73 1.31 -0.20
H 7.15 2.99 -0.64
H 7.09 2.76 -2.39
H 8.53 4.59 -1.97
H 9.50 3.23 -2.59
H 11.39 2.96 -1.59
H 11.63 3.44 0.09
H 11.45 4.69 -1.16

---

Record 3
DFT (wB97M-V/def2-TZVPD) results for a cluster of 4 separate species, C38H75NO10P2S4 in total.

Calculated values
E_HOMO	-8.59	eV
spin multiplicity	1

Cartesian coordinates (Å):
C 3.58 -10.03 -1.68
O 2.31 -9.60 -2.28
C 1.32 -10.69 -2.31
C -0.26 -10.15 -2.26
C -0.49 -8.76 -3.11
C -0.03 -7.39 -2.31
C 0.23 -6.15 -3.40
C -0.55 -4.79 -2.94
C 0.02 -3.40 -3.60
C 1.65 -3.17 -3.37
C 2.20 -1.76 -4.06
C 3.59 -1.34 -3.26
C 3.23 -0.11 -2.19
C 4.47 0.05 -1.08
C 4.05 1.26 -0.05
P 4.62 2.81 -1.09
S 3.93 4.50 -0.40
O 2.58 1.52 0.07
C 2.19 2.07 1.41
O 0.96 2.36 1.87
O 3.52 2.22 2.04
C 4.52 1.23 1.52
C 4.61 -0.24 2.30
C 3.36 -0.53 3.31
C 2.05 -1.25 2.63
C 2.38 -2.40 1.51
C 1.17 -1.88 3.90
C 0.20 -3.13 3.46
C -1.00 -2.73 2.40
C -1.25 -3.62 1.24
C -0.77 -5.22 1.15
C -2.03 -3.05 -0.12
P 6.20 2.18 1.71
N 6.72 2.25 3.25
H 3.67 -11.21 -1.60
H 4.45 -9.67 -2.38
H 3.76 -9.62 -0.59
H 1.55 -11.36 -3.25
H 1.50 -11.35 -1.33
H -0.61 -10.10 -1.14
H -0.92 -10.98 -2.78
H -1.66 -8.67 -3.31
H 0.02 -8.84 -4.18
H -0.97 -7.05 -1.67
H 0.85 -7.53 -1.56
H 1.40 -5.96 -3.40
H -0.13 -6.55 -4.44
H -0.42 -4.69 -1.76
H -1.72 -4.93 -3.16
H -0.52 -2.50 -3.04
H -0.30 -3.31 -4.74
H 2.30 -4.03 -3.87
H 1.84 -3.08 -2.22
H 2.42 -2.00 -5.21
H 1.36 -0.94 -4.03
H 4.39 -1.01 -4.05
H 3.93 -2.25 -2.62
H 3.06 0.86 -2.83
H 2.22 -0.41 -1.67
H 5.44 0.36 -1.68
H 4.59 -1.00 -0.59
H 6.08 2.92 -1.08
H 4.28 2.64 -2.51
H 4.86 -1.14 1.56
H 5.58 -0.16 2.99
H 3.79 -1.22 4.18
H 2.97 0.45 3.88
H 1.30 -0.48 2.11
H 3.13 -3.24 1.91
H 1.44 -2.85 0.97
H 3.00 -1.85 0.65
H 1.97 -2.34 4.66
H 0.61 -1.04 4.52
H 0.84 -4.08 3.11
H -0.35 -3.49 4.45
H -1.59 -1.73 2.60
H -0.58 -5.70 2.20
H 0.20 -5.34 0.47
H -1.61 -5.85 0.63
H -2.45 -3.99 -0.72
H -1.29 -2.50 -0.85
H -2.95 -2.39 0.18
H 6.09 3.58 1.27
H 7.15 1.50 0.83
H 6.01 1.78 3.87
C -2.53 3.58 4.39
C -1.93 4.08 3.09
C -2.83 3.61 1.95
S -4.47 3.45 2.64
O -4.85 2.06 2.62
O -5.32 4.49 2.09
C -4.02 3.90 4.31
H -2.07 4.06 5.26
H -2.38 2.50 4.48
H -1.90 5.18 3.10
H -0.90 3.73 2.95
H -2.85 4.32 1.12
H -2.52 2.62 1.58
H -4.62 3.33 5.02
H -4.20 4.97 4.43
C 0.51 9.32 0.57
C 1.41 8.10 0.78
C 0.55 6.99 1.38
S -1.11 7.28 0.81
O -1.94 7.62 1.94
O -1.48 6.25 -0.14
C -0.75 8.78 -0.09
H 1.00 10.08 -0.05
H 0.27 9.77 1.54
H 1.82 7.77 -0.18
H 2.26 8.34 1.43
H 0.88 6.00 1.05
H 0.55 7.04 2.48
H -1.59 9.47 -0.02
H -0.57 8.51 -1.13
C -6.70 6.43 -0.85
C -7.10 4.99 -0.56
C -8.47 4.76 -1.17
S -8.59 5.87 -2.56
O -9.63 6.85 -2.28
O -8.56 5.11 -3.79
C -7.01 6.65 -2.33
H -5.64 6.62 -0.64
H -7.29 7.12 -0.24
H -6.37 4.31 -1.01
H -7.10 4.78 0.52
H -8.59 3.73 -1.52
H -9.27 5.00 -0.47
H -7.07 7.71 -2.60
H -6.29 6.13 -2.96